The following is a quantum chemistry calculation of 5 unconnected molecules or ions with the total composition C21H48BrNO15S6 in a non-equilibrium geometry, from the Open Molecules 2025 dataset.

Values from the calculation:
Energy above the lowest of the compared OMol25 structures with the same formula, charge and spin, eV: 1.006
E_LUMO, eV: -1.17
Energy, a.u.: -6975.29281
HOMO, eV: -8.649
Kohn-Sham gap, eV: 7.482
Total charge: 0
Multiplicity: 1
SMILES: CCN(CC)C(=S)SCCCOC(=O)OBr.CCOS(C)(=O)=O.CCOS(C)(=O)=O.CCOS(C)(=O)=O.CCOS(C)(=O)=O

```
92
Properties=species:S:1:pos:R:3:forces:R:3
C -1.03235 1.39909 -0.89948 0.05 0.20 -0.53
C -0.12316 0.91150 -2.01067 -0.01 -0.41 0.41
N -0.54359 1.27192 -3.37832 0.07 0.32 0.11
C 0.33950 0.54853 -4.32864 -0.51 -0.28 -0.11
C -0.21559 -0.83435 -4.63213 0.15 -0.01 -0.01
C -0.42033 2.67868 -3.58150 0.37 -0.09 -0.13
S 0.95217 3.52149 -3.34142 0.11 0.20 0.14
S -1.76378 3.57995 -4.17473 -0.18 0.08 -0.12
C -3.08855 2.41992 -4.55474 -0.26 -0.14 0.20
C -3.75253 1.72616 -3.36290 -0.06 0.01 -0.67
C -5.25658 1.69330 -3.47231 -0.33 -0.21 0.46
O -5.71929 0.73327 -4.45348 0.27 -0.72 -0.08
C -5.75917 -0.54232 -4.01689 -1.17 -0.47 1.64
O -6.44271 -0.96981 -3.09374 1.76 1.02 -2.00
O -4.91303 -1.39952 -4.67270 -0.66 0.25 -0.06
Br -4.56731 -1.01450 -6.43213 0.14 0.01 0.18
H -0.91365 2.46965 -0.75612 -0.03 0.19 0.14
H -0.79644 0.88420 0.02244 0.15 -0.03 0.20
H -2.06171 1.19756 -1.15482 -0.39 -0.11 0.03
H 0.89552 1.25025 -1.82124 0.21 0.09 -0.07
H -0.10243 -0.17437 -1.98031 -0.04 -0.20 -0.10
H 1.34076 0.45986 -3.91252 0.28 0.19 -0.01
H 0.40454 1.11581 -5.24979 -0.02 0.22 -0.12
H 0.15427 -1.17759 -5.59244 0.10 -0.10 -0.17
H -1.29873 -0.81590 -4.67478 -0.22 0.02 -0.03
H 0.09373 -1.56562 -3.89341 -0.05 -0.13 0.18
H -3.82959 3.05722 -5.03306 0.00 0.23 -0.15
H -2.78393 1.70358 -5.30718 0.24 -0.11 -0.10
H -3.51754 2.24661 -2.44456 0.16 0.05 0.27
H -3.37424 0.70974 -3.32071 0.14 -0.14 0.41
H -5.69288 1.43406 -2.51194 -0.18 -0.06 0.11
H -5.66253 2.64443 -3.78795 -0.11 0.19 -0.13
C 6.18300 -0.33003 -0.54486 -0.13 -0.07 -0.17
C 5.99270 1.14916 -0.28893 0.05 -0.20 0.42
O 5.84585 1.92308 -1.50362 0.05 -0.02 -0.09
S 4.44510 1.84846 -2.24635 0.22 0.19 -0.02
C 4.67875 3.22654 -3.31124 0.01 0.04 -0.03
O 3.41227 2.12592 -1.29650 -0.14 -0.13 0.13
O 4.38365 0.65152 -3.02809 -0.15 -0.09 -0.04
H 5.28340 -0.77725 -0.96564 -0.03 0.01 0.00
H 6.40890 -0.83571 0.39456 0.04 0.05 0.05
H 6.99588 -0.50703 -1.24866 0.06 0.04 0.04
H 5.13507 1.33218 0.35948 -0.06 0.04 -0.08
H 6.86868 1.56820 0.20058 0.03 0.10 -0.12
H 4.75347 4.12664 -2.70846 -0.01 0.01 0.02
H 3.80744 3.27061 -3.96039 -0.04 -0.03 0.02
H 5.58089 3.06551 -3.89434 0.02 -0.03 0.00
C -4.68900 -3.32515 3.85322 -0.18 0.01 -0.09
C -4.01675 -2.66041 2.66872 0.03 0.00 0.43
O -4.62096 -3.03504 1.40808 -0.01 -0.02 -0.14
S -6.02813 -2.39958 1.03516 0.28 -0.17 -0.03
C -6.02177 -2.82108 -0.66921 0.06 -0.11 0.08
O -5.94817 -0.97646 1.19045 -0.05 0.08 0.07
O -7.05846 -3.12431 1.71139 -0.20 0.06 0.02
H -5.70640 -2.96219 3.99300 0.01 0.02 0.00
H -4.12111 -3.11503 4.75965 0.06 0.00 -0.02
H -4.74065 -4.40397 3.70844 0.06 -0.02 0.02
H -4.01905 -1.57608 2.76089 -0.07 0.03 -0.10
H -2.98150 -2.97344 2.59042 0.02 -0.03 -0.18
H -5.22159 -2.27330 -1.15128 0.03 0.03 -0.07
H -6.98033 -2.53503 -1.08845 -0.04 0.08 0.02
H -5.87304 -3.89380 -0.75647 -0.01 -0.02 0.03
C 1.73165 -1.04547 2.05959 -0.66 0.50 -0.68
C 1.51146 0.34571 2.61764 0.36 -0.09 -0.01
O 0.17220 0.84332 2.37688 -0.31 0.01 0.03
S -0.99108 0.26274 3.28373 0.18 0.38 -0.33
C -2.22499 1.44607 2.87322 -0.01 0.02 0.01
O -0.61533 0.39533 4.65700 -0.02 -0.13 0.20
O -1.38320 -1.01735 2.77808 -0.05 -0.19 0.09
H 1.13714 -1.78632 2.59237 -0.28 0.14 -0.18
H 2.78190 -1.31827 2.15211 -1.90 1.26 -1.08
H 1.45086 -1.08396 1.00880 -0.15 0.06 -0.15
H 1.72054 0.38687 3.68735 -0.14 0.05 -0.04
H 2.16322 1.06353 2.12524 -0.14 0.01 -0.02
H -1.90669 2.42100 3.22952 0.02 0.01 0.00
H -3.14099 1.13593 3.37106 0.00 -0.03 0.02
H -2.36441 1.44435 1.79596 0.00 -0.02 -0.03
C 4.87836 0.84321 5.90579 -0.09 -0.04 -0.20
C 5.14983 -0.64676 5.95229 0.31 0.29 0.31
O 4.25859 -1.40446 5.10176 -0.15 -0.01 -0.23
S 4.54202 -1.38869 3.54052 0.51 -0.48 0.82
C 3.47902 -2.71830 3.10210 0.58 -1.21 0.83
O 5.90528 -1.76132 3.31508 0.08 0.16 -0.15
O 4.03568 -0.17543 2.97757 1.18 0.49 0.28
H 5.12049 1.26223 4.93063 0.03 0.00 -0.01
H 5.48376 1.34996 6.65703 0.00 -0.04 0.04
H 3.82642 1.04642 6.10308 -0.01 0.00 0.07
H 6.18223 -0.87732 5.68673 -0.04 -0.05 -0.11
H 4.97135 -1.03668 6.95151 -0.11 -0.10 -0.05
H 3.85246 -3.63060 3.55709 0.26 0.02 0.10
H 3.50062 -2.79307 2.01751 0.12 -0.39 0.13
H 2.47458 -2.48845 3.44544 0.51 -0.54 0.25
```
Forces are in eV/Å.